The following is a quantum chemistry calculation of a structure of composition C57H77N7O2PSTcTe, from the OMol25 dataset.

Computed properties:
Energy   -104500.7106 eV
Frontier orbital gap (alpha / beta)   5.624 / 6.029 eV
⟨S²⟩   3.7919

The geometry in ORCA input format:
```
! wB97M-V def2-TZVPD RIJCOSX def2/J DEFGRID3
* xyz -1 4
H 5.1501 -2.6161 -0.2540
H -2.0177 2.6896 0.7501
C -4.8956 1.0422 3.5487
C 0.6702 4.0547 1.3330
C 0.5707 2.9848 -5.0976
C -2.4140 -0.8339 -0.9017
C -4.1823 -3.4431 2.3844
H 2.6297 -0.4143 3.3833
H -4.5802 0.0910 -4.2359
H -3.1580 -7.5711 0.9804
H 0.4828 -1.2116 -4.3231
C 3.8041 2.4493 -1.9100
P 0.0982 2.4263 1.9721
N -0.0593 5.1455 1.9964
H -0.0090 3.3586 -5.9461
C 4.3394 -3.3244 -0.4490
C 2.0164 -4.0061 0.1373
H -4.8542 0.5104 2.5984
H -4.5749 0.5897 -0.5483
C -3.4189 -1.6583 5.8295
H 1.3036 -1.3860 2.6950
C -1.9188 4.0493 3.8061
C 1.1884 0.8682 -6.3083
O 2.2874 -0.1335 0.8106
H -0.0035 -3.1544 1.7773
H -1.0425 -3.1513 -2.3237
C -2.1634 -5.3501 2.2620
C -5.4469 0.2402 5.8380
H -0.1998 -3.0286 3.5234
H 0.1442 3.3930 -4.1804
H -1.6422 5.0168 0.6424
C 2.0476 -5.3092 0.6179
Tc -0.0049 0.6434 -0.7926
H -3.0486 -1.3331 -0.1648
H 1.1405 1.1456 -4.1900
H -5.5048 -5.0714 1.9668
C 0.9898 -3.6076 -0.7404
H 1.5258 -2.9152 -3.0856
H -3.9809 -1.1089 -2.3048
C -1.7347 2.7205 1.8027
C -1.8268 -4.0254 2.5170
C -1.4962 5.1051 1.7196
H 1.7816 2.7323 -2.5474
H -5.4891 -2.0821 3.4292
O 2.0094 1.8171 2.1173
H 2.2293 1.1914 -6.3882
C -4.2604 -1.5072 6.9305
H -0.6515 -6.5798 -0.9488
C 2.4586 2.2083 -1.8879
C -3.5351 0.3302 -4.4060
H -3.4515 1.7237 -1.3288
H 0.9351 -0.0629 3.8165
C -3.4794 -5.7483 2.0687
H -2.3603 4.9619 4.2171
H 0.5070 4.0988 0.2556
C -2.4788 -4.5269 -1.5877
H 1.5980 3.3472 -5.2033
H -0.2676 6.0769 3.8386
C -1.2695 0.3650 -3.6213
C 4.1002 0.9319 -0.1133
H 2.7668 -2.0532 0.2285
H 1.1697 2.7634 4.1256
C 4.6623 1.7835 -1.0127
H -6.1702 0.6132 8.5188
N -2.1891 4.0014 2.3785
H -4.8893 1.1675 -2.1965
H -5.8577 -1.0671 8.9674
C -6.1762 -0.4154 8.1542
H -1.3652 -2.2446 5.6171
N 0.1367 0.8553 1.4240
C -3.8030 -7.1891 1.7734
H -1.6466 -1.5359 -1.2102
H -5.8721 1.5173 3.6434
C -2.3207 -2.6836 5.9079
H -1.3672 -6.0837 2.1842
H -1.9726 0.0110 -0.3446
H 4.0578 -3.2373 -1.5004
N -0.2739 -0.1111 -2.7109
C -5.2780 -0.5670 6.9546
H -4.8402 -7.3045 1.4596
C 0.5465 1.4530 -5.0491
C 0.0886 -5.8511 -0.6339
H -6.2347 0.9876 5.8382
H -4.1468 1.8358 3.4971
H 1.1255 -7.2495 0.6257
H -3.6435 -7.8132 2.6555
H 0.2311 -4.5825 2.7778
H 2.6890 -2.9428 2.5845
N 2.7718 0.7111 -0.1457
C -1.0820 -4.2186 -2.1276
C 1.0440 -2.1239 -2.5007
C 0.1467 5.1468 3.4389
H -2.5102 -3.5220 5.2350
H 1.7368 4.1433 1.5409
H -2.6238 -4.0842 -0.6030
Te -2.3525 -1.0287 2.9901
C 1.8753 1.2705 -0.9928
C 0.0218 -4.5578 -1.1405
C 1.6020 -0.3884 3.0198
C -5.3168 -2.4546 2.4170
C -4.4713 -4.7828 2.1313
H 0.1064 -4.6576 -3.8957
C -3.6193 -0.8485 4.7033
C -2.8516 -3.0657 2.5972
C 0.1328 2.7570 3.7941
H -3.2368 -4.1174 -2.2605
H 4.6420 0.3950 0.6504
N -0.4974 4.0389 4.1439
H -2.2322 -3.0721 6.9224
H 4.2169 3.1598 -2.6160
C -4.1073 0.8672 -1.4979
C -0.3678 -3.6782 2.6661
H -2.3926 3.1886 4.2857
H -0.8850 -6.0135 -3.3410
H 0.6665 1.1997 -7.2093
H -1.9345 6.0441 2.0694
C 0.4727 -1.0938 -3.2424
H 1.2187 5.1246 3.6462
C 3.5521 -3.0674 1.9283
H 2.8468 -5.6097 1.2864
H -0.3898 1.9485 4.3161
C -0.8768 0.9646 -4.8335
H -7.2083 -0.6677 7.9022
H 4.7191 -4.3365 -0.2826
C 1.5031 0.5995 1.8675
C -3.2793 -0.3087 -2.0453
H -2.6515 -5.6039 -1.5077
H -3.8760 0.9752 -6.4234
H -6.2371 -2.9157 2.0589
H -5.0934 -1.5895 1.7886
C -1.8221 1.1864 -5.8238
C 3.1360 -3.0447 0.4589
C -4.6391 0.1184 4.7126
N 0.8908 -2.2750 -1.1976
S -0.8279 2.5891 -1.5074
H -1.5178 1.6427 -6.7595
H 1.1741 -0.2235 -6.2957
C 1.0862 -6.2353 0.2464
H -4.1022 -2.1398 7.7983
C -0.8597 -4.9275 -3.4663
C -3.1490 0.8369 -5.6323
C -2.6284 0.1159 -3.3675
H 4.2486 -2.2501 2.1330
H 4.0522 -4.0025 2.1944
H -2.2518 1.8986 2.3056
H 5.7283 1.9556 -1.0046
H -1.6379 -4.6451 -4.1801
*
```


The following is a quantum chemistry calculation of a structure of composition C4H10N2OS at a distorted geometry, from the OMol25 dataset.

Computed properties:
Energy   -20169.2493 eV
Frontier orbital gap   8.212 eV
Relative energy (zero: lowest compared OMol25 entry of this formula, charge and spin)   107.8 kcal/mol

The geometry in ORCA input format:
```
! wB97M-V def2-TZVPD RIJCOSX def2/J DEFGRID3
* xyz 0 1
H -1.1099 -1.1185 2.9748
C -0.2145 -0.4484 -1.8042
N -0.7206 0.1458 1.5447
O -1.4552 -1.0060 -1.5732
H -0.9488 -2.1235 1.3351
H -1.7554 -0.4271 -0.9033
H -0.2196 0.5044 -2.4108
H 0.4557 -1.1492 -2.4960
H 0.9025 -1.2917 -0.0506
H 0.4392 -1.4103 2.2092
H -0.4305 2.4300 1.0370
H 2.3806 2.0690 -0.5253
S 0.7928 2.8508 -0.8623
H 1.8130 -0.0449 -0.7608
C 0.7517 -0.3262 -0.5631
N -0.1052 1.9307 0.2810
C -0.6254 -1.1130 2.0063
C 0.0496 0.5282 0.5616
*
```


The following is a quantum chemistry calculation of a structure of composition CH7N4OS at a distorted geometry, from the OMol25 dataset.

Computed properties:
Energy   -19982.9811 eV
Frontier orbital gap   10.159 eV
Relative energy (zero: lowest compared OMol25 entry of this formula, charge and spin)   46.3 kcal/mol

The geometry in ORCA input format:
```
! wB97M-V def2-TZVPD RIJCOSX def2/J DEFGRID3
* xyz 1 1
S 3.8918 0.2109 0.0251
N -1.3664 -0.9944 0.2193
N -0.3192 0.2674 0.5710
O 1.2466 -1.6929 0.0392
N 2.1760 0.4663 0.0247
N -0.4863 1.4030 0.0332
H -2.2500 -0.7504 -0.3794
H -1.4589 1.9022 0.2066
C 1.3749 -0.5486 0.2084
H -0.9901 -1.8761 -0.1151
H -0.1026 1.6483 -0.8709
H 4.0579 0.3494 -1.2734
H 1.8939 1.3394 0.1287
H -1.8437 -1.0674 1.1383
*
```


The following is a quantum chemistry calculation of an isolated molecule of C3H4N4O at a distorted geometry, from the OMol25 dataset.

Computed properties:
Energy   -11180.3220 eV
Frontier orbital gap   7.744 eV
Relative energy (zero: lowest compared OMol25 entry of this formula, charge and spin)   84.1 kcal/mol

The geometry in ORCA input format:
```
! wB97M-V def2-TZVPD RIJCOSX def2/J DEFGRID3
* xyz 0 1
H -3.2064 -1.2579 0.0703
H -0.3220 -2.0447 0.1981
O 2.9614 0.0460 -0.0084
H 0.7144 2.1411 0.2176
C 0.2748 1.1594 0.0301
C -1.5597 -0.2180 -0.0843
N 1.9965 -0.6667 0.0306
N -0.4132 -0.9515 -0.0863
N -2.7915 -0.3571 0.0828
C 0.6980 -0.1145 0.0017
H -1.6124 1.9945 -0.2139
N -1.0409 1.0951 -0.0113
*
```


The following is a quantum chemistry calculation of a structure of composition C3H3I2N, from the OMol25 dataset.

Computed properties:
Energy   -20848.6175 eV
Frontier orbital gap (alpha / beta)   6.428 / 7.027 eV
Relative energy (zero: lowest compared OMol25 entry of this formula, charge and spin)   33.6 kcal/mol

The geometry in ORCA input format:
```
! wB97M-V def2-TZVPD RIJCOSX def2/J DEFGRID3
* xyz 0 1
I -1.4721 1.6706 0.6058
C 1.1406 -0.1428 -1.4911
H -0.0414 -1.4374 -0.3239
C 0.4494 0.3545 0.8043
C 0.5308 -0.5208 -0.3140
H 1.2148 1.1209 0.8479
I -3.7207 -1.1085 0.5907
N 1.6465 0.1857 -2.4755
H 0.2522 -0.1222 1.7558
*
```


The following is a quantum chemistry calculation of a cluster of 2 separate species, C20H25Br2F14N2O7S in total at a distorted geometry, from the OMol25 dataset.

Computed properties:
Energy   -227411.5306 eV
Frontier orbital gap   8.543 eV

The geometry in ORCA input format:
```
! wB97M-V def2-TZVPD RIJCOSX def2/J DEFGRID3
* xyz 1 1
O 2.1677 2.9887 -1.4642
H 1.1133 -0.5407 -4.4294
F -5.4028 -0.9442 0.7641
F 3.8074 -0.6080 1.4553
H 2.2006 0.4088 -6.6732
O 0.8126 4.4279 -0.3573
O -0.2963 -0.8681 0.7355
F -7.9364 -0.4947 -1.8036
C 2.5277 -0.4415 0.9075
H 3.4494 0.5065 -0.7051
H 5.6422 -4.8200 4.9554
H 5.4802 -0.9477 4.3482
H 4.8425 -2.4275 2.4534
O 2.4968 0.9650 -4.3420
F -9.7613 -0.0036 -0.6623
H 2.8642 1.5836 0.4963
C -1.9630 1.6720 0.7600
C 2.5926 0.7084 -0.0727
F -8.6104 1.2673 0.7133
C 2.8531 1.1829 -3.0179
H 6.0662 -3.0208 3.4615
S -8.2502 0.3799 -0.5306
Br 0.2570 2.3930 -3.2737
O 0.6100 1.7927 1.3193
H 4.6931 -2.1459 5.3989
H 3.6795 1.8870 -3.0322
H 4.7468 -6.0124 3.9952
F -3.7348 2.2016 -0.7055
C 4.7215 -1.7225 4.3986
C -3.3214 1.2654 0.1837
O 3.2451 -4.0464 2.8743
H 3.2206 0.2635 -2.5705
C 0.6263 -0.3102 -1.4284
H 2.2603 -1.3725 0.4221
H -1.6165 0.8194 1.3228
F -8.4832 1.6248 -1.4830
H 1.8435 -0.2516 1.7186
O 1.1926 2.7509 3.1042
F -6.5171 0.4788 1.9980
C 0.4576 1.9639 -0.0826
H -0.0625 -0.1007 -2.2385
C -1.0538 2.0529 -0.3967
C 1.7624 1.7897 -2.0939
H 1.3896 -0.9558 -1.8526
F -3.1930 0.1025 -0.4949
F -5.7452 0.5228 -1.4433
C -5.7167 0.3585 0.9195
C 1.2990 0.9369 -0.8802
C 1.1240 3.2969 -0.5979
Br -0.7881 -2.8333 -1.1262
C 2.1593 -0.3708 -4.6810
N 5.0756 -2.7833 3.3894
C -4.3828 1.1189 1.2844
H -1.2785 3.0725 -0.6706
C 4.6726 -5.0614 4.5190
C 4.2164 -4.0219 3.5503
F -4.6550 2.3128 1.8314
C -0.1033 -1.1362 -0.4172
H 3.9378 -5.1449 5.3187
H 1.4954 -1.1690 -6.5481
F -3.8145 0.3467 2.2494
H -1.2673 1.4776 -1.2821
N 1.2806 2.8612 1.9574
C -6.4250 0.8937 -0.3413
H 3.2309 -1.0235 -6.4465
C 2.2990 -0.5464 -6.1777
H -2.1362 2.5019 1.4313
H 2.7726 -1.1000 -4.1563
F -8.0265 -0.8769 0.3800
H 3.7542 -1.3200 4.1178
F -6.3984 2.2448 -0.2555
*
```


The following is a quantum chemistry calculation of a cluster of 4 separate species, C4H19N2O3 in total at a distorted geometry, from the OMol25 dataset.

Computed properties:
Energy   -13572.6092 eV
Frontier orbital gap   11.475 eV
Relative energy (zero: lowest compared OMol25 entry of this formula, charge and spin)   16.6 kcal/mol

The geometry in ORCA input format:
```
! wB97M-V def2-TZVPD RIJCOSX def2/J DEFGRID3
* xyz 1 1
H 1.5147 0.3212 2.3194
H 1.4955 2.2273 -0.1393
N -2.0985 -1.4006 1.1174
H -2.6602 -0.2159 -2.8536
H 1.5889 -0.3098 0.7149
C -0.3813 0.4877 1.3015
H -2.9454 -1.4371 1.6928
O 2.8717 -0.0593 -2.2556
C 1.6858 1.9158 0.8922
H -0.7511 1.4699 -0.5290
H -0.1462 -1.3838 2.2604
H 0.1757 -1.1216 -3.0148
H -0.5718 1.2879 2.0283
N -0.9546 0.6047 -0.0407
H 3.3099 -0.2744 -3.0997
H -1.9514 -2.3931 0.9403
C 1.1347 0.5298 1.2951
H 1.1214 2.6393 1.5005
H -1.9422 0.2775 -0.1262
H 3.4977 0.0264 -1.5458
H -1.5155 -0.5099 2.8629
H 2.7106 1.9638 1.2257
O -2.5981 -0.3997 -1.9105
C -1.0426 -0.8302 1.9636
H -0.5223 -0.2482 -0.4237
O 0.5877 -1.1797 -2.1473
H -3.1077 -1.1481 -1.5882
H 1.4947 -0.8400 -2.4407
*
```


The following is a quantum chemistry calculation of an isolated molecule of C18H25N3O2S at a distorted geometry, from the OMol25 dataset.

Computed properties:
Energy   -38471.9705 eV
Frontier orbital gap   8.640 eV
Relative energy (zero: lowest compared OMol25 entry of this formula, charge and spin)   40.5 kcal/mol

The geometry in ORCA input format:
```
! wB97M-V def2-TZVPD RIJCOSX def2/J DEFGRID3
* xyz 0 1
H -2.7543 -3.3908 -3.5305
C -0.6992 1.0674 1.6393
H -1.8725 3.8681 3.9538
C 2.1837 -1.6021 -0.1319
C -1.6518 1.2312 -0.5661
N 4.5174 -2.3884 -0.3046
H 4.9628 -4.0265 -1.6258
H -3.5759 4.4649 1.4163
N -0.1606 -0.1338 1.2917
H -3.0878 1.8777 3.0622
C -3.3059 3.4039 1.4940
C -2.0544 -1.8608 -2.2305
C -0.9225 -0.0404 -3.2838
H -4.6213 2.7640 3.0843
H 5.2586 -1.9399 1.5860
C -1.1656 -0.5659 -4.5428
H 6.1741 -1.1729 0.2508
H -3.3942 4.7709 3.9666
C -2.9826 3.7839 4.0501
H -0.8326 -0.0410 -5.4200
H -2.4428 -2.3568 -1.3399
O -2.2995 1.8444 -1.3971
C 3.1473 -2.7773 0.0654
C -1.3915 -0.6421 -2.1265
H 3.0632 -3.1407 1.1000
S 0.3893 -2.2137 -0.2277
C -2.2867 -2.4214 -3.4945
H 2.4156 -0.9930 -1.0391
C 5.3920 -3.5107 -0.7379
C -0.3746 -0.6484 0.0962
O -0.4537 1.4831 2.8664
C -3.5215 2.8869 2.9459
H 2.8564 -3.6035 -0.5953
C -1.4338 1.8084 0.7809
H -3.9457 2.8155 0.8566
H -2.0173 -2.2639 -5.6224
H 0.1182 0.7812 3.1891
C 5.1836 -1.4842 0.6161
H 4.6010 -0.5734 0.7016
H 6.4037 -3.1303 -0.9911
H 5.4629 -4.2556 0.0749
C -1.8156 3.2363 1.0714
N -1.1601 -0.0385 -0.8686
H 2.2733 -0.9092 0.7000
H -1.5662 3.8880 0.2146
H -0.3729 0.9056 -3.1990
C -1.8545 -1.7817 -4.6556
H -1.1292 3.6626 1.8195
H -3.2565 3.3627 5.0371
*
```


The following is a quantum chemistry calculation of an isolated molecule of C5H5NO2 at a distorted geometry, from the OMol25 dataset.

Computed properties:
Energy   -10846.9687 eV
Frontier orbital gap   10.271 eV
Relative energy (zero: lowest compared OMol25 entry of this formula, charge and spin)   100.2 kcal/mol

The geometry in ORCA input format:
```
! wB97M-V def2-TZVPD RIJCOSX def2/J DEFGRID3
* xyz 0 1
C -0.8620 -0.6156 0.2048
H -0.0821 -1.6099 -0.0060
C 0.2610 0.0547 1.1580
H -1.9530 -0.9471 0.6357
C 1.4077 0.4950 0.2918
N 1.7127 -0.8921 -1.9721
H 0.3204 -0.6449 2.0479
H -0.1381 0.9606 1.7361
H -1.9614 -0.0335 -1.8877
C -1.3223 0.3614 -0.9443
C 1.6383 -0.3113 -0.9735
O 1.9909 1.5021 0.4176
O -1.0122 1.6805 -0.7083
*
```


The following is a quantum chemistry calculation of a cluster of 2 separate species, C3H11NOS2 in total at a distorted geometry, from the OMol25 dataset.

Computed properties:
Energy   -28497.3207 eV
Frontier orbital gap   9.619 eV
Relative energy (zero: lowest compared OMol25 entry of this formula, charge and spin)   6.4 kcal/mol

The geometry in ORCA input format:
```
! wB97M-V def2-TZVPD RIJCOSX def2/J DEFGRID3
* xyz 0 1
H 2.7153 2.5832 2.5236
H 0.3464 0.2849 1.9280
H -3.5337 1.7450 1.1471
H -0.1138 -1.9689 -2.9821
H -2.6566 1.0961 0.0913
H 1.4062 -0.8790 -1.4797
S 2.3283 0.6459 0.6920
S 2.6279 2.6021 1.1717
H -0.1317 1.2598 0.5416
H -0.9957 -0.9922 0.3830
C 0.3286 -0.8379 -1.3364
H -0.1901 0.0337 -1.7344
C 0.5048 0.4397 0.8603
H -0.2063 -2.8493 -1.5843
N -0.3765 -1.9514 -2.0063
H 0.5348 -1.7364 0.6221
C 0.0685 -0.8537 0.1717
O -2.6563 1.3783 0.9908
*
```


Copy entry 9 word for word.
The following is a quantum chemistry calculation of an isolated molecule of C5H5NO2 at a distorted geometry, from the OMol25 dataset.

Computed properties:
Energy   -10846.9687 eV
Frontier orbital gap   10.271 eV
Relative energy (zero: lowest compared OMol25 entry of this formula, charge and spin)   100.2 kcal/mol

The geometry in ORCA input format:
```
! wB97M-V def2-TZVPD RIJCOSX def2/J DEFGRID3
* xyz 0 1
C -0.8620 -0.6156 0.2048
H -0.0821 -1.6099 -0.0060
C 0.2610 0.0547 1.1580
H -1.9530 -0.9471 0.6357
C 1.4077 0.4950 0.2918
N 1.7127 -0.8921 -1.9721
H 0.3204 -0.6449 2.0479
H -0.1381 0.9606 1.7361
H -1.9614 -0.0335 -1.8877
C -1.3223 0.3614 -0.9443
C 1.6383 -0.3113 -0.9735
O 1.9909 1.5021 0.4176
O -1.0122 1.6805 -0.7083
*
```